Entry 1:
The following is a DFT calculation (ωB97M-V/def2-TZVPD) of C39H46As3ClMgN2O3PS as an isolated structure.

Structure (XYZ):
```
97
Properties=species:S:1:pos:R:3:forces:R:3
Mg 0.532672 0.520716 0.442389 -0.35 0.10 0.55
C 3.135217 -2.299941 1.226512 -0.43 -0.64 0.36
As 3.117614 -0.368311 0.994943 -0.09 -0.11 1.60
C 3.995327 0.183879 2.759145 1.24 0.33 -2.23
C 4.764060 -0.276489 -0.002687 0.39 -1.33 -1.44
C 4.840951 -0.568819 -1.554923 0.63 -0.51 0.32
C 6.363774 -0.751567 -1.877121 -0.08 0.63 -0.76
C 4.211621 -1.930504 -2.102239 -0.93 1.06 0.81
As 2.205718 -2.243493 -1.977369 0.49 0.11 -0.79
C 1.680801 -1.730317 -3.839030 0.04 0.80 0.43
C 2.345837 -4.227515 -2.222564 -0.35 1.67 0.60
C 4.373231 0.599504 -2.413982 1.01 0.43 -1.76
As 5.144493 2.481822 -2.280997 -0.21 -0.72 -1.69
C 3.731450 3.173145 -3.568463 -0.47 0.55 0.22
C 4.300190 2.945197 -0.656474 0.85 -1.05 1.62
H 3.939600 -2.696644 0.617079 0.20 -0.23 0.14
H 2.206486 -2.759125 0.906279 -0.27 0.17 -0.28
H 3.220596 -2.624619 2.268695 0.37 0.36 -0.09
H 5.006158 -0.268637 2.866455 -0.53 0.24 -0.42
H 3.470678 -0.036157 3.645656 -1.01 -0.09 0.64
H 4.107963 1.265592 2.570092 0.04 -0.30 0.59
H 5.370893 -1.058552 0.459034 0.15 0.10 0.16
H 5.255763 0.659950 0.184019 0.17 0.41 0.04
H 6.839512 -1.670731 -1.518691 -0.37 0.11 0.28
H 6.997493 0.117183 -1.593459 -0.50 -0.44 0.02
H 6.376199 -0.800307 -2.977888 0.43 -0.03 0.24
H 4.539327 -2.765354 -1.499926 0.54 -0.24 0.19
H 4.528069 -2.099949 -3.135130 0.02 0.11 0.09
H 2.426279 -1.895995 -4.606330 0.49 -0.20 0.03
H 1.573563 -0.627080 -3.730075 -0.30 -0.68 -0.35
H 0.761691 -2.196293 -4.217011 0.01 0.24 0.52
H 2.966552 -4.431998 -3.075640 0.41 -0.43 -0.08
H 1.323699 -4.486968 -2.396228 -0.62 -0.55 -0.27
H 2.634737 -4.616371 -1.251025 0.39 -0.35 -0.21
H 3.323500 0.804036 -2.520134 -0.75 -0.32 0.65
H 4.680955 0.337954 -3.466337 -0.26 0.18 0.70
H 3.942192 2.861353 -4.603202 0.31 0.19 0.35
H 3.688288 4.303430 -3.524054 0.14 -1.24 -0.07
H 2.704363 2.782371 -3.357482 0.88 0.31 0.25
H 4.953421 2.679688 0.207730 -0.48 -0.09 -0.61
H 3.373686 2.422439 -0.637507 -0.74 -0.39 0.43
H 4.108126 3.955502 -0.505713 -0.36 2.02 -0.18
O 0.711568 1.521396 2.318357 0.07 0.50 -1.94
S 0.428960 0.874716 3.592940 -0.07 -1.56 1.82
O 1.194340 -0.405643 3.692268 -1.23 0.80 -0.09
O -1.288938 0.314075 3.355631 0.55 1.01 -0.01
C -2.163180 1.378401 3.467663 0.50 -0.19 -1.86
C -2.493001 1.873157 4.698544 -1.47 0.67 1.83
C -3.634232 2.726482 4.825888 1.04 0.30 0.91
C -4.241069 3.258902 3.704175 -0.93 0.04 -0.22
C -3.759557 2.935203 2.426992 0.16 -0.41 0.46
C -2.724316 1.986434 2.285381 -0.85 0.38 0.76
P -2.200881 1.587891 0.588491 0.57 0.44 -0.33
C -2.509757 3.203076 -0.311961 -1.19 0.68 -1.06
C -1.473410 4.118180 -0.471064 1.52 -2.10 2.11
C -1.559665 5.283371 -1.143370 0.04 2.46 -0.84
C -2.702376 5.592601 -1.891417 -0.68 0.50 0.28
C -3.749117 4.678453 -1.857526 0.48 -1.15 0.97
C -3.699783 3.560858 -1.015523 1.40 -1.56 0.35
C -3.518831 0.512868 -0.050553 -1.19 -0.70 -1.72
C -3.548071 0.243706 -1.469432 -0.07 -0.60 2.12
C -4.442369 -0.674350 -1.973710 -0.88 0.09 -0.59
C -5.494383 -1.187122 -1.204215 1.16 0.58 1.21
C -5.534984 -0.890741 0.160394 0.10 -0.13 -0.10
C -4.527513 -0.117895 0.707389 1.06 1.57 1.25
H -1.959236 1.554301 5.623145 -0.51 0.00 -0.98
H -3.982444 3.061875 5.844476 0.47 -0.57 -1.18
H -5.170900 3.866193 3.806629 1.00 -0.35 -0.09
H -4.237166 3.405688 1.550684 0.43 -0.41 0.50
H -0.514848 3.871904 0.021657 -0.55 0.25 -0.30
H -0.712651 5.989359 -1.018461 -0.68 -0.46 -0.49
H -2.932828 6.561998 -2.389204 0.87 -0.85 0.20
H -4.583309 4.710878 -2.505864 -0.88 0.64 -0.48
H -4.446851 2.763994 -0.972515 -0.39 0.70 -0.35
H -2.848177 0.647407 -2.157964 0.76 0.53 -0.21
H -4.378179 -0.926182 -3.042214 -0.11 0.08 0.50
H -6.193876 -1.850024 -1.614975 -0.93 -0.76 -0.64
H -6.288851 -1.228881 0.884500 0.13 -0.17 -0.79
H -4.549089 0.108287 1.804677 0.02 -0.34 -1.06
Cl 1.021311 2.020131 -1.307991 -0.18 -0.45 0.04
N 1.568493 -1.260683 6.306494 0.69 -0.63 2.01
C 1.920909 -1.492554 7.395397 -0.33 0.22 -0.71
H 1.399728 -1.137861 5.333664 -0.38 0.49 -1.33
N -6.589983 -6.472946 0.154470 0.33 0.42 -0.01
C -5.702063 -5.734649 0.123070 -0.33 -0.74 -0.44
C -4.558900 -4.868012 0.111483 -1.45 0.21 1.48
C -3.956206 -4.434876 -1.030342 1.16 0.20 -0.37
C -2.865336 -3.600470 -0.924154 1.56 2.12 0.21
C -2.365792 -3.141609 0.349556 -1.43 -0.56 -0.46
C -3.092900 -3.547734 1.490372 0.34 -0.11 0.34
C -4.209511 -4.351555 1.362300 0.87 -1.10 0.36
C -1.298158 -2.220505 0.540507 -0.80 -0.78 -0.44
C -0.559199 -1.311265 0.853882 1.20 0.99 -0.55
H -4.272257 -4.813401 -1.971503 -0.27 -0.06 -0.72
H -2.390808 -3.085868 -1.805638 -0.52 -1.05 0.78
H -2.713024 -3.274074 2.487132 -0.33 0.05 -0.60
H -4.670074 -4.844910 2.225040 0.00 0.69 -0.14
```
Positions in Å, forces in eV/Å.

Results
E ... -270919.75753 eV
Total charge ... -1
Orbital gap ... 8.20 eV
Relative energy (zero: lowest compared OMol25 entry of this formula, charge and spin) ... 39.29 kcal/mol
2S+1 ... 1

Entry 2:
The following is a DFT calculation (ωB97M-V/def2-TZVPD) of C39H46BrCoN7O3S as an isolated structure.

Structure (XYZ):
```
98
Properties=species:S:1:pos:R:3:forces:R:3
Co 0.233443 0.138332 -0.364761 -0.08 0.05 -0.20
C 1.901605 -2.157417 -1.801670 0.10 0.02 -0.24
N 0.875812 -2.069812 -0.761764 -0.01 0.03 0.07
C -0.289433 -2.862030 -1.139979 -0.29 -0.13 -0.19
C 1.444833 -2.519348 0.489640 0.07 0.22 0.50
C 1.831637 -3.832344 0.686963 -0.01 -0.08 0.00
C 2.439327 -4.223633 1.866917 0.12 -0.14 -0.02
C 2.747261 -3.265987 2.819195 -0.05 -0.09 0.03
C 2.356392 -1.955191 2.644053 -0.01 0.03 -0.14
C 1.620935 -1.563767 1.512396 0.24 -0.56 -0.04
N 1.121751 -0.305193 1.315156 0.28 0.31 -0.40
C 0.615831 0.439223 2.332382 -0.01 0.42 0.59
C 0.251515 -0.065439 3.597042 0.06 -0.03 -0.19
C -0.303686 0.745482 4.562765 0.05 0.12 0.09
C -0.517067 2.093570 4.320183 -0.06 0.10 0.04
C -0.230305 2.602160 3.061761 0.10 0.00 0.11
C 0.282950 1.794000 2.066751 0.17 -0.29 0.27
N 0.469618 2.266110 0.715511 -0.24 -0.05 0.17
C -0.685256 2.975602 0.170643 -0.20 0.13 -0.02
C 1.647919 3.123242 0.675683 0.21 -0.09 -0.15
H 2.153856 -3.199609 -2.040871 -0.03 0.04 0.06
H 1.550637 -1.671271 -2.708545 -0.10 0.07 -0.11
H 2.807149 -1.656016 -1.466815 0.02 0.05 0.02
H -0.033825 -3.908154 -1.352449 0.03 0.04 0.06
H -1.017389 -2.822020 -0.334805 -0.09 0.00 0.06
H -0.738759 -2.423449 -2.026520 -0.04 0.01 -0.03
H 1.648286 -4.574225 -0.078317 -0.02 0.00 -0.09
H 2.691453 -5.260385 2.029668 0.08 -0.08 -0.02
H 3.285207 -3.552176 3.710908 0.06 0.01 0.10
H 2.623089 -1.215468 3.383390 -0.08 0.08 0.08
H 0.356240 -1.122628 3.789111 0.08 -0.02 0.04
H -0.573113 0.314548 5.517449 -0.04 -0.01 0.07
H -0.928468 2.730144 5.088610 -0.03 0.09 0.06
H -0.445463 3.639740 2.850990 -0.02 0.12 -0.06
H -0.940105 3.889972 0.726649 0.05 -0.07 -0.03
H -0.460285 3.256573 -0.857752 -0.01 -0.01 -0.05
H -1.553260 2.318402 0.146080 0.00 0.12 -0.11
H 1.481781 4.055744 1.233543 -0.01 -0.04 -0.04
H 2.480724 2.595139 1.133022 0.11 -0.02 -0.01
H 1.894359 3.367174 -0.356377 0.03 0.03 -0.11
C 0.438664 2.618652 -4.289874 -0.06 0.09 0.07
N 1.810905 2.237426 -4.020028 -0.09 -0.05 0.33
C 2.410044 1.549748 -5.150208 0.09 -0.02 -0.08
C 2.077806 1.666652 -2.757733 0.02 0.32 -0.39
N 1.180843 1.091350 -2.042736 -0.49 -0.12 0.03
N 3.361263 1.795755 -2.345962 0.00 0.00 -0.01
C 3.831480 1.119590 -1.160871 -0.07 -0.25 0.05
C 4.286452 2.733818 -2.931931 0.16 0.16 -0.10
H 0.446603 3.311367 -5.132103 -0.07 -0.02 0.00
H 0.017080 3.130266 -3.427181 -0.06 0.01 0.00
H -0.212985 1.774725 -4.553527 0.01 -0.06 0.03
H 1.820774 0.671820 -5.444680 -0.01 -0.02 0.00
H 3.415242 1.219536 -4.907091 0.09 0.00 -0.03
H 2.453917 2.233641 -5.998191 0.05 -0.04 -0.05
H 0.294148 1.039328 -2.535529 0.11 -0.07 -0.23
H 2.988123 0.661657 -0.645743 0.20 0.00 0.07
H 4.315896 1.834192 -0.492409 -0.03 -0.01 0.03
H 4.561892 0.352254 -1.436084 0.01 -0.01 0.11
H 3.794120 3.309985 -3.710923 0.09 -0.04 0.06
H 5.154961 2.216703 -3.351373 0.01 0.05 -0.01
H 4.640526 3.422297 -2.157725 0.03 -0.03 -0.04
Br -0.794234 -2.680591 -6.594779 -0.21 0.11 0.14
C -2.102402 -1.875558 -5.462500 0.20 -0.04 -0.10
C -3.454443 -2.070599 -5.702117 0.34 -0.13 -0.20
N -4.380755 -1.526140 -4.936421 -0.51 -0.08 -0.05
C -4.006886 -0.767666 -3.919395 0.23 0.27 0.26
C -2.677932 -0.520498 -3.592919 0.08 0.08 0.14
C -1.699680 -1.100232 -4.391960 -0.19 -0.04 -0.01
C -2.256810 0.344392 -2.396027 -0.68 -0.10 -0.86
O -2.900670 1.353320 -2.141564 -0.09 0.21 0.13
O -1.225208 -0.104438 -1.833539 1.12 -0.23 0.41
H -3.798996 -2.678010 -6.528423 0.07 -0.05 -0.07
H -4.803488 -0.338196 -3.328184 -0.01 0.12 0.11
H -0.652838 -0.944407 -4.170796 0.04 -0.03 0.02
O -1.750847 -0.296895 0.838669 0.50 -0.56 -1.08
S -2.280333 0.511380 1.956191 -2.06 0.21 1.04
C -3.692118 1.461617 1.311750 0.33 0.01 0.13
C -3.922338 2.702914 1.882569 0.08 -0.02 0.00
C -4.964601 3.484297 1.414752 -0.09 0.05 0.00
C -5.750576 3.025596 0.368502 -0.06 0.07 0.01
C -5.506791 1.787126 -0.202064 0.01 -0.08 0.05
C -4.476335 0.994964 0.275064 0.04 -0.05 -0.01
C -3.337910 -0.612310 2.905461 0.38 0.13 0.01
C -3.793132 -1.798387 2.364034 0.11 0.04 -0.16
C -4.592056 -2.629528 3.131114 -0.03 0.02 -0.02
C -4.919068 -2.271416 4.429061 -0.03 -0.07 0.08
C -4.427684 -1.094951 4.974248 -0.08 0.01 0.02
C -3.634923 -0.258615 4.210031 0.01 0.04 -0.06
H -3.277448 3.057547 2.673525 0.09 0.04 0.13
H -5.162006 4.451497 1.856210 0.03 0.04 0.01
H -6.552584 3.643429 -0.009994 -0.05 0.03 -0.02
H -6.113539 1.441679 -1.026032 -0.02 -0.03 -0.06
H -4.260784 0.036663 -0.168473 0.04 -0.12 -0.09
H -3.516110 -2.058598 1.353523 0.05 -0.06 -0.12
H -4.955787 -3.556201 2.712234 -0.05 -0.06 -0.02
H -5.553939 -2.914068 5.021170 -0.01 -0.07 0.06
H -4.655667 -0.829872 5.995429 -0.07 0.02 0.09
H -3.243407 0.662556 4.615182 0.06 0.10 0.09
```
Positions in Å, forces in eV/Å.

Results
E ... -176268.07013 eV
⟨S²⟩ ... 3.757
Orbital gap (spin up / spin down) ... 7.19 / 7.28 eV
Relative energy (zero: lowest compared OMol25 entry of this formula, charge and spin) ... 6.46 kcal/mol
2S+1 ... 4